DFT (ωB97M-V with the def2-TZVPD basis set) results for C48H54CuN7OPTe as an isolated structure.

```
113
Properties=species:S:1:pos:R:3:forces:R:3:mulliken_charge:R:1
Cu -1.38379 -0.12546 -0.80508 -0.2 0.3 -0.4 -0.552
C -1.41152 2.81932 0.84540 0.0 0.0 0.1 -1.085
N -0.59846 2.11873 1.82565 0.1 0.0 -0.1 0.332
C 0.60319 2.81031 2.26073 0.0 0.0 0.0 -1.335
C -0.79720 0.80512 2.01776 0.0 0.0 0.2 -0.176
N -1.63552 0.13952 1.23334 0.1 -0.4 -0.2 0.748
C -2.36345 -0.90909 1.84099 -0.1 0.1 0.1 0.534
C -2.80770 -0.84075 3.16557 0.0 0.0 0.0 -0.432
C -3.47692 -1.89290 3.76870 0.0 0.0 0.0 -0.765
C -3.73796 -3.04592 3.04055 0.0 0.0 0.0 -1.043
C -3.40895 -3.07849 1.69612 0.0 0.0 0.0 -0.096
C -2.77933 -1.99992 1.06863 -0.1 -0.1 0.0 -1.255
N -2.55624 -2.00715 -0.31774 0.2 -0.1 0.2 0.592
C -3.56814 -2.32485 -1.08311 -0.2 -0.1 -0.1 -0.546
N -4.88045 -2.11187 -0.77877 0.0 0.0 0.0 0.739
C -5.93350 -2.98113 -1.26712 0.0 0.0 0.0 -1.350
C -5.32602 -1.13433 0.19645 0.0 0.0 0.0 -0.824
N -3.34998 -2.92759 -2.29507 0.2 0.2 0.0 0.692
C -3.96780 -2.42376 -3.50988 -0.1 0.0 0.0 -1.049
C -2.22889 -3.84289 -2.43357 0.0 0.0 0.1 -1.345
N -0.13045 0.21869 3.06250 0.1 0.0 0.0 1.152
C -0.06557 0.81729 4.37862 0.0 0.0 0.0 -1.396
C 0.27309 -1.17006 2.99579 -0.1 0.0 0.0 -0.989
H -1.27930 3.89061 0.98599 0.0 0.0 0.0 0.533
H -2.46233 2.57341 0.97659 0.0 0.0 0.0 0.418
H -1.12495 2.54917 -0.17596 0.0 0.0 0.0 0.068
H 0.37278 3.54242 3.03966 0.0 0.0 0.0 0.304
H 1.04312 3.33373 1.41090 0.0 0.0 0.0 0.518
H 1.33928 2.10374 2.62493 0.0 -0.1 0.0 0.296
H -2.63082 0.06603 3.73115 0.0 0.0 0.0 0.492
H -3.78332 -1.81452 4.80418 0.0 0.0 0.0 0.442
H -4.22157 -3.89588 3.50462 0.0 0.0 0.0 0.404
H -3.65624 -3.94509 1.09288 0.0 0.0 0.0 0.473
H -5.51341 -3.81273 -1.82494 0.0 0.0 0.0 0.392
H -6.63100 -2.43741 -1.91072 0.0 0.0 0.0 0.356
H -6.49463 -3.37862 -0.41626 0.0 0.0 0.0 0.379
H -4.56089 -0.38230 0.35568 0.0 0.0 0.0 -0.082
H -5.58225 -1.60698 1.14985 0.0 0.0 0.0 0.312
H -6.21007 -0.63205 -0.20261 0.0 0.0 0.0 0.424
H -4.42038 -3.23303 -4.08914 0.0 0.0 0.0 0.326
H -3.22651 -1.91834 -4.13667 0.0 0.0 0.0 0.356
H -4.73481 -1.69521 -3.25711 0.0 0.0 0.0 0.327
H -2.50186 -4.84388 -2.08565 0.0 0.0 0.0 0.211
H -1.36643 -3.50012 -1.86616 0.0 0.0 0.0 0.387
H -1.95762 -3.91728 -3.48467 0.0 0.0 0.0 0.500
H -0.55435 1.78857 4.38132 0.0 0.0 0.0 0.446
H 0.96928 0.93991 4.71200 0.0 0.0 0.0 0.245
H -0.58235 0.17330 5.09960 0.0 0.0 0.0 0.413
H 0.36808 -1.47704 1.95841 0.0 0.0 -0.1 0.067
H -0.43110 -1.83796 3.50124 0.0 0.0 0.0 0.290
H 1.24351 -1.27353 3.48275 0.1 0.0 0.0 0.481
C -0.61037 -0.09028 -2.70079 -0.1 -0.1 0.2 -0.917
C 0.63272 -0.81368 -3.00706 0.0 0.0 -0.1 0.148
C 0.64595 -2.13502 -3.48089 -0.1 0.0 0.0 -0.207
C 1.81819 -2.78077 -3.81824 0.1 0.0 0.0 -1.131
C 3.04233 -2.11757 -3.70631 -0.1 0.0 0.1 0.401
C 3.05193 -0.78860 -3.27985 0.1 0.0 0.0 -0.651
C 1.87264 -0.16348 -2.93558 0.0 0.0 0.0 0.249
C 4.27174 -2.79272 -4.00025 0.0 0.0 0.0 -0.113
N 5.26209 -3.33736 -4.21773 0.0 0.0 0.0 -0.630
H -1.44234 -0.45671 -3.30631 0.0 0.0 0.0 0.534
H -0.48966 0.97581 -2.88836 0.0 0.0 0.0 0.834
H -0.29926 -2.63986 -3.61733 0.1 0.0 0.0 0.545
H 1.79861 -3.79464 -4.19790 0.0 0.0 0.0 0.500
H 3.99250 -0.25305 -3.22849 0.0 0.0 0.0 0.510
H 1.88537 0.87439 -2.63931 0.0 0.1 0.1 0.258
Te -3.50513 1.22564 -2.01357 0.2 0.0 -0.1 0.050
C -4.04815 3.04602 -1.08965 -0.1 0.0 0.0 -0.145
C -5.22060 3.13309 -0.33740 0.0 0.0 0.0 -0.104
C -5.62295 4.34071 0.21808 0.0 0.0 0.0 -0.591
C -4.85295 5.48230 0.04268 0.0 0.0 0.0 -0.460
C -3.68397 5.40778 -0.70353 0.0 0.0 0.0 -0.598
C -3.29116 4.20356 -1.27082 0.0 0.0 -0.1 -0.311
H -5.82479 2.24574 -0.19218 0.0 0.0 0.0 0.333
H -6.54257 4.38982 0.78877 0.0 0.0 0.0 0.381
H -5.16443 6.42242 0.47958 0.0 0.0 0.0 0.381
H -3.08030 6.29478 -0.85499 0.0 0.0 0.0 0.391
H -2.38949 4.16086 -1.87048 0.0 0.0 0.0 0.426
O 1.75350 0.68366 0.53681 0.0 0.0 -0.1 -0.160
P 3.23105 0.57251 0.38672 0.1 0.0 0.2 1.132
C 4.14840 1.01311 1.89874 -0.1 0.0 -0.1 0.425
C 5.00547 2.10504 1.99486 -0.1 0.0 0.0 -0.520
C 5.63643 2.39211 3.19980 0.0 0.0 0.0 -0.696
C 5.40199 1.60294 4.31467 0.0 0.0 0.0 -0.529
C 4.54006 0.51611 4.22891 0.0 0.0 0.0 -0.679
C 3.92269 0.22147 3.02536 0.0 0.0 0.0 -0.336
C 3.88687 1.71282 -0.85512 0.0 -0.1 0.0 1.024
C 5.18924 1.65169 -1.34671 -0.1 0.0 0.0 -0.530
C 5.63141 2.59898 -2.25726 0.0 0.0 0.0 -0.669
C 4.78179 3.61655 -2.67204 0.0 0.0 0.0 -0.756
C 3.48242 3.67869 -2.18906 0.0 0.0 0.0 -0.577
C 3.03581 2.72729 -1.28295 0.0 0.0 0.0 -0.794
C 3.73019 -1.12710 0.04555 -0.1 0.0 0.0 0.556
C 2.70199 -2.03424 -0.19714 0.0 0.0 -0.1 0.136
C 2.99725 -3.36744 -0.44278 0.0 0.0 0.0 -0.911
C 4.31781 -3.79236 -0.45875 0.0 0.0 0.0 -0.633
C 5.34469 -2.89158 -0.20563 0.0 0.0 0.0 -0.944
C 5.05312 -1.56316 0.05916 0.0 0.0 0.0 -0.672
H 5.17236 2.74136 1.13566 0.0 0.0 0.0 0.331
H 6.31437 3.23360 3.26368 0.0 0.0 0.0 0.428
H 5.89134 1.83257 5.25263 0.0 0.0 0.0 0.391
H 4.36056 -0.10462 5.09790 0.0 0.0 0.0 0.456
H 3.26212 -0.63138 2.93836 0.0 -0.1 0.1 0.268
H 5.85860 0.86482 -1.02403 0.0 0.0 0.0 0.291
H 6.63884 2.54170 -2.64903 0.0 0.0 0.0 0.442
H 5.13742 4.36192 -3.37164 0.0 0.0 0.0 0.354
H 2.81328 4.46164 -2.52181 0.0 0.0 0.0 0.423
H 2.01863 2.74842 -0.90901 0.0 0.0 0.0 0.347
H 1.67981 -1.67744 -0.21092 0.0 0.0 0.0 0.326
H 2.19540 -4.06995 -0.63178 0.0 0.0 0.0 0.507
H 4.55101 -4.82701 -0.67506 0.0 0.0 0.0 0.384
H 6.37335 -3.22810 -0.21360 0.0 0.0 0.0 0.425
H 5.85653 -0.87553 0.29514 0.0 0.0 0.0 0.350
```
Forces are in eV/Å.

Properties
Expectation value of S² = 0.7643
Strongest force on any atom = 0.536 eV/A
Multiplicity = 2
HOMO-LUMO gap (alpha / beta) = 0.2553 / 0.2168 Ha



DFT (ωB97M-V with the def2-TZVPD basis set) results for a 3-piece molecular cluster, C3H11NO2 overall in a non-equilibrium geometry.

```
17
Properties=species:S:1:pos:R:3:forces:R:3:mulliken_charge:R:1
C 1.35342 0.59169 -2.37428 -2.0 -0.3 2.3 -0.708
C 0.17325 0.28053 -1.73635 1.7 -1.1 -0.4 -0.120
C 0.03510 0.03066 -0.21511 -2.8 3.2 -0.3 -0.516
N -0.45358 -1.25420 0.24379 -0.1 -2.1 1.1 -0.466
H 1.74249 0.09908 -3.21599 -0.6 0.2 -2.1 0.264
H 2.09938 1.20643 -1.91105 0.5 -0.3 1.0 0.282
H -0.71745 0.00904 -2.28073 0.2 -0.8 -0.5 0.244
H -0.81577 0.79312 0.09801 2.0 -1.0 0.0 0.216
H 1.00750 0.30875 0.12677 0.4 0.0 1.1 0.337
H 0.10464 -1.86835 0.92442 -1.1 1.9 -1.6 0.236
H -1.48261 -1.34032 0.42613 1.8 0.5 -0.1 0.250
O -0.72075 -3.03342 -2.00626 -0.4 -0.4 -0.7 -0.649
H -1.58094 -2.60784 -2.16976 0.6 -0.3 0.5 0.309
H -0.59241 -3.11648 -1.05436 -0.3 0.5 -0.2 0.320
O -0.38202 3.56611 4.99347 0.0 -1.7 0.9 -0.637
H -0.29011 2.68826 5.44655 -0.7 1.1 -0.4 0.322
H 0.51986 3.64692 4.70475 0.7 0.6 -0.5 0.314
```
Forces are in eV/Å.

Properties
Energy relative to the best compared isomer or geometry (same formula, charge and spin) = 264.9 kJ/mol
Strongest force on any atom = 4.227 eV/A
SMILES string = C=CCN.O.O
HOMO-LUMO gap = 0.3393 Ha



DFT (ωB97M-V with the def2-TZVPD basis set) results for one molecule with the formula C19H22N4O2 in a non-equilibrium geometry.

```
47
Properties=species:S:1:pos:R:3:forces:R:3:mulliken_charge:R:1
C -3.66983 -0.87078 0.74885 0.0 0.2 0.0 -1.433
C -2.99478 0.14730 1.67219 -0.1 -0.1 0.0 -0.140
C -3.14987 -0.25005 3.14199 0.0 0.2 -0.1 -1.550
C -1.54099 0.29399 1.31168 0.1 0.5 -0.2 1.830
C -0.68726 -0.81322 1.35321 0.3 -0.1 0.1 0.056
C 0.62537 -0.74564 0.94009 -0.5 -0.3 0.4 -0.573
N 1.40357 -1.87229 0.77249 0.5 0.5 0.0 -0.207
C 0.82698 -2.96787 0.01646 -0.3 -0.1 -0.6 -1.043
C 0.64749 -2.58892 -1.46541 0.1 -0.1 0.1 -0.469
O 0.04094 -1.32086 -1.50580 0.0 -0.2 0.1 0.108
C -0.37160 -0.89452 -2.78185 -0.1 0.5 -0.2 -0.738
C -0.91009 0.52845 -2.66359 0.4 -0.3 -0.3 -0.321
O -2.17721 0.49169 -2.05259 -0.3 0.0 0.2 -0.546
N 1.16254 0.48065 0.68944 -0.4 0.3 0.1 0.556
C 0.34124 1.61799 0.56842 0.2 0.1 0.0 -0.452
N 0.99417 2.67589 0.16630 -0.5 0.3 0.0 -0.767
C 2.28859 2.28367 0.02081 0.1 -0.8 0.1 0.257
C 3.38678 3.04438 -0.37061 0.0 -0.1 0.0 -0.813
C 4.61745 2.42954 -0.41024 0.0 0.1 0.0 -0.468
C 4.76871 1.09156 -0.04534 0.1 -0.1 0.0 -0.763
C 3.69297 0.31846 0.34705 0.0 -0.3 0.0 -1.055
C 2.43558 0.90838 0.35042 0.6 0.7 -0.4 0.972
C -1.03839 1.50451 0.86282 0.3 -0.9 0.3 0.072
C -1.86142 2.61666 0.61523 -0.3 0.4 -0.1 0.093
N -2.55501 3.49863 0.36857 -0.2 0.2 -0.1 -0.689
H -3.32108 -1.87882 0.96021 0.0 -0.2 0.0 0.304
H -3.44813 -0.63774 -0.29002 0.0 -0.1 -0.1 0.233
H -4.74720 -0.84522 0.89334 -0.1 0.0 0.0 0.480
H -3.48115 1.11725 1.52588 0.1 -0.1 0.0 0.573
H -4.20461 -0.32238 3.39615 -0.1 0.0 0.0 0.466
H -2.68214 -1.21214 3.33819 0.0 -0.1 0.0 0.280
H -2.69015 0.49488 3.78802 0.0 0.0 0.1 0.392
H -1.08618 -1.77105 1.63671 0.0 -0.1 0.0 0.386
H 2.32388 -1.64458 0.41898 -0.1 0.0 0.1 0.123
H 1.48747 -3.83293 0.10058 -0.1 0.0 0.0 0.413
H -0.14269 -3.22118 0.44154 0.1 -0.1 0.0 0.310
H 0.02534 -3.34235 -1.96893 0.1 0.0 0.0 0.382
H 1.62501 -2.55348 -1.97637 -0.1 0.0 0.0 0.372
H -1.16277 -1.55315 -3.16545 0.1 0.0 0.0 0.327
H 0.47785 -0.90848 -3.48181 -0.1 0.0 0.0 0.348
H -0.98166 0.96188 -3.67172 0.1 -0.1 0.1 0.456
H -0.20533 1.12580 -2.07271 0.0 0.0 -0.1 0.133
H -2.43483 1.38787 -1.80638 0.0 0.0 0.0 0.292
H 3.25650 4.08463 -0.61984 0.0 0.1 0.0 0.473
H 5.48921 2.99195 -0.70985 0.1 0.1 0.0 0.391
H 5.75357 0.64893 -0.05733 0.1 0.0 0.0 0.406
H 3.87314 -0.69728 0.67022 0.0 0.0 0.0 0.541
```
Forces are in eV/Å.

Properties
Energy relative to the best compared isomer or geometry (same formula, charge and spin) = 168.1 kJ/mol
Strongest force on any atom = 1.028 eV/A
SMILES string = CC(C)c1cc(NCCOCCO)n2c(nc3ccccc32)c1C#N
HOMO-LUMO gap = 0.2884 Ha



DFT (ωB97M-V with the def2-TZVPD basis set) results for C48H47IMgN6O2P as an isolated structure in a non-equilibrium geometry.

```
106
Properties=species:S:1:pos:R:3:forces:R:3:mulliken_charge:R:1
Mg -0.29880 -0.18262 -0.07917 0.1 -0.4 -0.1 1.755
C 0.03137 2.58195 3.77240 0.0 0.0 0.0 -1.169
C 1.16734 1.65143 3.47059 0.0 0.0 0.0 0.599
N 2.11812 1.51591 4.35930 0.0 0.0 0.0 -0.742
C 3.17789 0.72494 4.07934 0.0 0.0 0.0 -1.046
C 3.35072 0.09503 2.87617 0.0 0.0 0.0 1.067
C 4.58887 -0.72692 2.66220 0.0 0.0 0.0 -0.876
O 5.44912 -0.08454 1.70911 0.0 0.0 0.0 -0.503
C 2.34975 0.24201 1.88250 0.1 -0.1 -0.1 -0.050
C 2.62608 -0.23869 0.54547 -0.1 -0.1 0.1 -0.947
N 1.96014 0.00293 -0.53149 0.3 0.0 -0.4 0.618
C 2.63543 -0.29846 -1.75707 -0.1 0.2 0.1 -0.389
C 4.03903 -0.33882 -1.80578 0.1 0.1 0.0 -0.565
C 4.74185 -0.54613 -2.97802 0.0 0.0 0.0 -0.763
C 4.06363 -0.69828 -4.17490 0.0 0.0 0.0 -0.792
C 2.68449 -0.61948 -4.16857 0.0 0.0 0.0 -0.742
C 1.97281 -0.41180 -2.99011 0.0 -0.1 0.0 0.447
I -0.08370 -0.22069 -3.27387 0.0 0.0 0.0 0.240
C 1.17572 0.96055 2.19959 -0.1 -0.3 0.1 0.132
O 0.16095 1.01217 1.43205 0.2 -1.2 0.9 -0.001
H 0.08273 2.88054 4.81772 0.0 0.0 0.0 0.363
H -0.93090 2.12188 3.55589 0.0 0.0 0.0 0.271
H 0.09290 3.47580 3.14659 0.0 0.0 0.0 0.262
H 3.92318 0.62973 4.86168 0.0 0.0 0.0 0.351
H 4.32947 -1.73184 2.30820 0.0 0.0 0.0 0.341
H 5.10340 -0.83440 3.62107 0.0 0.0 0.0 0.447
H 6.27934 -0.56995 1.68458 0.0 0.0 0.0 0.294
H 3.54022 -0.81958 0.47680 0.1 0.0 0.0 0.408
H 4.61035 -0.14090 -0.91002 0.0 0.0 0.1 0.663
H 5.82462 -0.56278 -2.95065 0.0 0.0 0.0 0.373
H 4.59419 -0.85778 -5.10478 0.0 0.0 0.0 0.389
H 2.13634 -0.71511 -5.09579 0.0 0.0 0.0 0.424
C 0.39904 3.10644 0.15297 -0.1 0.7 -0.2 -1.499
N -0.05049 2.61786 -1.14683 0.0 -0.1 0.0 1.717
C 0.85728 3.08664 -2.18440 -0.1 0.0 0.0 -1.299
C -1.44027 2.94027 -1.35569 0.2 0.1 0.0 0.357
C -1.79763 4.20923 -1.79429 0.1 0.0 0.0 -0.430
C -3.11738 4.62517 -1.88753 -0.1 -0.1 0.0 -0.937
C -4.09874 3.74107 -1.45774 0.0 0.1 0.0 -0.796
C -3.76268 2.47373 -1.02325 0.0 -0.2 -0.1 -0.762
C -2.43266 1.98407 -1.01864 0.0 0.1 0.3 -0.403
N -2.08214 0.73308 -0.58224 -0.3 -0.2 -0.1 0.445
C -3.00893 -0.30523 -0.59220 0.0 0.2 -0.1 -1.094
C -3.94702 -0.53828 -1.61113 0.0 0.1 0.0 0.009
C -4.80380 -1.62571 -1.58278 0.0 0.0 0.0 -0.967
C -4.74509 -2.54073 -0.54375 0.0 0.0 0.0 -0.861
C -3.79426 -2.36009 0.45191 0.1 0.0 0.0 -0.118
C -2.93005 -1.27683 0.43226 0.0 0.0 0.1 0.266
N -1.93447 -1.06367 1.45951 -0.4 -0.1 -0.1 1.304
C -2.42127 -0.06258 2.41341 0.1 0.1 -0.1 -1.416
C -1.54962 -2.26857 2.18288 0.0 0.1 0.0 -1.414
H 0.45881 4.20806 0.16331 0.0 0.1 -0.1 0.309
H 1.38756 2.69763 0.37705 0.0 0.1 -0.1 0.441
H -0.28961 2.77461 0.92476 0.1 0.4 -0.3 0.224
H 1.13485 4.14512 -2.05212 0.0 0.0 0.0 0.379
H 0.40651 2.97083 -3.16758 0.0 -0.1 0.0 0.446
H 1.77837 2.49773 -2.15520 0.0 0.0 0.0 0.096
H -1.00350 4.89815 -2.06048 0.0 0.0 0.0 0.337
H -3.36501 5.61475 -2.24967 0.0 0.0 0.0 0.385
H -5.14015 4.04377 -1.44409 0.0 0.0 0.0 0.386
H -4.54641 1.82423 -0.66048 -0.1 -0.1 0.0 0.423
H -3.98654 0.15171 -2.44387 0.0 0.1 0.0 0.527
H -5.50993 -1.76850 -2.39336 0.0 0.0 0.0 0.384
H -5.40314 -3.39937 -0.52060 0.0 0.0 0.0 0.438
H -3.71488 -3.08797 1.24904 0.0 0.0 0.0 0.356
H -3.33203 -0.42053 2.91433 0.0 0.0 0.0 0.441
H -2.62782 0.86823 1.88812 0.0 0.0 0.0 0.234
H -1.64952 0.12062 3.15970 0.0 0.0 0.0 0.383
H -2.33074 -2.59682 2.88435 0.0 0.0 0.0 0.445
H -0.64865 -2.05026 2.76081 0.0 0.0 0.0 0.088
H -1.32163 -3.06034 1.47554 0.0 0.0 0.0 0.473
N 0.05636 -2.17034 -0.51963 0.0 0.4 0.0 0.193
P 0.11137 -3.57864 -1.07054 0.1 0.0 0.1 -0.488
C 0.78335 -4.81295 0.13354 0.0 0.0 0.0 0.095
C 1.19624 -4.31991 1.36331 0.0 0.0 0.1 -0.092
C 1.77023 -5.16201 2.31023 0.0 0.0 0.0 -0.841
C 1.93504 -6.50943 2.02810 0.0 0.0 0.0 -0.604
C 1.53239 -7.01139 0.79415 0.0 0.0 0.0 -0.824
C 0.96602 -6.16633 -0.14664 0.0 0.0 0.0 -0.300
C 1.29968 -3.96084 -2.44321 0.1 0.0 0.1 0.954
C 1.00679 -4.50570 -3.68779 -0.1 0.0 0.0 -0.450
C 2.01975 -4.78361 -4.60218 0.0 0.0 0.0 -0.611
C 3.34296 -4.54234 -4.27322 0.0 0.0 0.0 -0.689
C 3.65155 -4.00685 -3.02746 0.0 0.0 0.0 -0.666
C 2.63977 -3.71165 -2.13240 0.0 0.0 0.0 -0.238
C -1.44568 -4.36571 -1.64502 0.0 -0.1 0.1 0.590
C -2.05463 -5.40926 -0.95108 0.1 -0.1 0.0 -0.774
C -3.24898 -5.95983 -1.39562 -0.1 0.0 0.0 -0.699
C -3.86086 -5.46493 -2.53767 0.0 0.0 0.0 -0.752
C -3.29019 -4.39421 -3.21103 0.0 0.0 0.0 -0.726
C -2.09915 -3.84541 -2.76128 0.0 0.1 0.0 0.086
H 1.06356 -3.25931 1.55207 0.0 0.0 0.0 0.278
H 2.08830 -4.76367 3.26641 0.0 0.0 0.0 0.469
H 2.37970 -7.16992 2.76271 0.0 0.0 0.0 0.381
H 1.66726 -8.06213 0.56679 0.0 0.0 0.0 0.402
H 0.66899 -6.55982 -1.11337 0.0 0.0 0.0 0.468
H -0.01522 -4.73526 -3.95713 -0.1 0.0 0.0 0.379
H 1.76714 -5.20128 -5.56951 0.0 0.0 0.0 0.422
H 4.13107 -4.76998 -4.98093 0.0 0.0 0.0 0.368
H 4.68195 -3.80959 -2.75911 0.0 0.0 0.0 0.420
H 2.88461 -3.28438 -1.16555 0.0 0.0 0.0 0.243
H -1.58845 -5.80754 -0.05772 0.0 0.0 0.0 0.412
H -3.70420 -6.77331 -0.84335 0.0 0.0 0.0 0.386
H -4.79153 -5.89515 -2.88750 0.0 0.0 0.0 0.361
H -3.78001 -3.97378 -4.08077 0.0 0.0 0.0 0.437
H -1.67915 -2.98666 -3.27343 0.0 0.0 0.0 0.250
```
Forces are in eV/Å.

Properties
Strongest force on any atom = 1.538 eV/A
Total charge = -1
HOMO-LUMO gap = 0.2181 Ha